ORCA calculation (ωB97M-V/def2-TZVPD) on a 2-piece molecular cluster, C9H14 overall.

Last column: natural (NBO) charge in e.
CARTESIAN COORDINATES (ANGSTROEM)
C -0.699 -0.593 -1.603  -0.6415
C 1.934 -2.336 0.497  -0.1965
C 1.915 -1.541 1.634  -0.2308
C 1.092 -2.043 -0.572  -0.2270
C 0.207 -0.987 -0.431  0.0035
C 1.076 -0.453 1.775  -0.1996
C 0.150 -0.222 0.738  -0.2198
H 2.653 -3.142 0.423  0.2118
H 2.698 -1.586 2.387  0.2089
H 1.090 -2.688 -1.438  0.2116
H 1.279 0.328 2.488  0.2140
H -1.370 0.168 -1.213  0.2190
H -1.031 -1.522 -2.050  0.2227
H -0.530 0.615 0.785  0.2040
H -0.191 0.059 -2.330  0.2177
C -1.818 3.526 -1.222  -0.6222
C -2.401 2.830 -0.031  -0.6231
H -1.271 2.822 -1.839  0.2051
H -2.444 4.184 -1.827  0.2154
H -1.063 4.277 -0.937  0.2066
H -3.192 3.375 0.497  0.2104
H -1.705 2.505 0.742  0.2049
H -2.973 1.911 -0.219  0.2050

Results
Charge   0
Relative energy (zero: lowest compared OMol25 entry of this formula, charge and spin)   79.4 kJ/mol
E_tot   -351.299950 hartree

ORCA calculation (ωB97M-V/def2-TZVPD) on a 2-piece molecular cluster, C9H14 overall.

Last column: natural (NBO) charge in e.
CARTESIAN COORDINATES (ANGSTROEM)
C 1.297 0.902 2.882  -0.6410
C -0.472 -0.711 2.318  -0.2071
C 0.817 -0.152 2.011  -0.0333
C -1.085 -1.617 1.492  -0.2036
C -0.598 -1.801 0.171  -0.2266
C 1.370 -0.514 0.775  -0.2047
C 0.628 -1.224 -0.186  -0.2170
H -0.919 -0.552 3.270  0.2056
H -1.968 -2.135 1.873  0.2141
H 1.276 0.663 4.011  0.2192
H 0.655 1.824 2.958  0.2292
H -1.152 -2.362 -0.568  0.2141
H 2.333 -0.173 0.416  0.2085
H 1.117 -1.354 -1.158  0.2195
H 2.304 1.288 2.687  0.2225
C -0.315 1.263 -2.213  -0.6046
C -0.988 0.762 -3.538  -0.6287
H -0.950 1.834 -1.547  0.2090
H -0.106 0.392 -1.703  0.2103
H 0.654 1.902 -2.493  0.1973
H -1.948 1.190 -3.665  0.2066
H -0.484 0.809 -4.475  0.2126
H -1.465 -0.234 -3.318  0.1981

Results
Charge   0
Relative energy (zero: lowest compared OMol25 entry of this formula, charge and spin)   136.6 kJ/mol
E_tot   -351.278174 hartree

ORCA calculation (ωB97M-V/def2-TZVPD) on a 2-piece molecular cluster, C9H14 overall.

Last column: natural (NBO) charge in e.
CARTESIAN COORDINATES (ANGSTROEM)
C -2.056 -2.134 1.476  -0.6163
C -2.544 -3.328 2.330  -0.6175
H -1.171 -2.427 0.910  0.2065
H -2.817 -1.819 0.750  0.2001
H -1.868 -1.222 2.042  0.2087
H -2.474 -3.142 3.396  0.2096
H -2.026 -4.243 2.033  0.2046
H -3.556 -3.573 2.019  0.2044
C 2.378 3.355 -0.808  -0.6271
C -0.428 0.803 -0.586  -0.2053
C 0.135 -0.300 -1.209  -0.2273
C 0.356 1.932 -0.371  -0.2098
C 1.628 2.059 -0.913  -0.0179
C 1.473 -0.244 -1.585  -0.1980
C 2.173 0.951 -1.562  -0.2177
H -1.486 0.838 -0.347  0.2131
H -0.410 -1.213 -1.389  0.2130
H -0.135 2.779 0.106  0.2045
H 1.932 -1.172 -1.920  0.2099
H 3.361 3.254 -0.346  0.2190
H 1.801 4.102 -0.267  0.2151
H 3.180 0.996 -1.952  0.2092
H 2.555 3.747 -1.808  0.2192

Results
Charge   0
Relative energy (zero: lowest compared OMol25 entry of this formula, charge and spin)   39.4 kJ/mol
E_tot   -351.315200 hartree

ORCA calculation (ωB97M-V/def2-TZVPD) on a 2-piece molecular cluster, C9H14 overall.

Last column: natural (NBO) charge in e.
CARTESIAN COORDINATES (ANGSTROEM)
C -0.376 -1.424 -2.694  -0.6323
C 1.255 0.211 0.319  -0.1956
C 1.422 1.506 -0.122  -0.2286
C 0.656 -0.727 -0.517  -0.2180
C 0.223 -0.389 -1.798  -0.0112
C 0.980 1.865 -1.383  -0.2000
C 0.388 0.920 -2.214  -0.2154
H 1.544 -0.116 1.302  0.2110
H 1.889 2.245 0.516  0.2126
H 0.487 -1.731 -0.157  0.2059
H 1.072 2.879 -1.746  0.2115
H -1.096 -1.021 -3.404  0.2163
H -0.904 -2.191 -2.135  0.2157
H 0.041 1.228 -3.195  0.2074
H 0.373 -1.942 -3.306  0.2209
C -1.121 -0.213 3.518  -0.6174
C -2.393 -1.065 3.441  -0.6154
H -0.493 -0.401 4.386  0.2037
H -0.454 -0.328 2.665  0.2061
H -1.361 0.847 3.559  0.2055
H -2.429 -1.829 4.226  0.2044
H -3.277 -0.453 3.596  0.2061
H -2.476 -1.587 2.490  0.2068

Results
Charge   0
Relative energy (zero: lowest compared OMol25 entry of this formula, charge and spin)   21.1 kJ/mol
E_tot   -351.322165 hartree